# 1
{"formula": "C34H62IO15P", "method": "the ωB97M-V functional and the def2-TZVPD basis", "e_homo_ev": -9.00, "charge": 0, "multiplicity": 1, "total_energy_ev": -84357.931, "smiles": "O=C1C=C(P(O)I)C(=O)c2ccccc21.COCCOCCOC.COCCOCCOC.COCCOCCOC.COCCOCCOC", "gap_ha": 0.2752, "elements": ["O", "C", "C", "C", "P", "O", "I", "C", "O", "C", "C", "C", "C", "C", "C", "H", "H", "H", "H", "H", "H", "C", "O", "C", "C", "O", "C", "C", "O", "C", "H", "H", "H", "H", "H", "H", "H", "H", "H", "H", "H", "H", "H", "H", "C", "O", "C", "C", "O", "C", "C", "O", "C", "H", "H", "H", "H", "H", "H", "H", "H", "H", "H", "H", "H", "H", "H", "C", "O", "C", "C", "O", "C", "C", "O", "C", "H", "H", "H", "H", "H", "H", "H", "H", "H", "H", "H", "H", "H", "H", "C", "O", "C", "C", "O", "C", "C", "O", "C", "H", "H", "H", "H", "H", "H", "H", "H", "H", "H", "H", "H", "H", "H"], "coordinates": [[-5.7921, 3.0181, -4.7695], [-5.4771, 1.9172, -4.4101], [-4.1675, 1.3115, -4.7380], [-3.5775, 0.4567, -3.8996], [-1.9335, -0.2836, -4.2412], [-1.8430, -1.4873, -3.1543], [-2.4628, -1.5227, -6.3134], [-4.2867, 0.1474, -2.6174], [-3.7048, -0.0544, -1.5862], [-5.7608, 0.1515, -2.7146], [-6.5470, -0.6935, -1.9423], [-7.9350, -0.6592, -2.0802], [-8.5286, 0.2388, -2.9636], [-7.7492, 1.1053, -3.7260], [-6.3664, 1.0399, -3.6027], [-3.6977, 1.5557, -5.6804], [-2.6891, -1.9413, -3.0350], [-6.0882, -1.3804, -1.2477], [-8.5260, -1.3331, -1.4813], [-9.6027, 0.2651, -3.0679], [-8.1822, 1.8212, -4.4038], [2.9170, -6.8369, -5.0059], [1.5988, -7.1021, -5.4403], [0.9752, -8.2266, -4.8510], [-0.4006, -7.9255, -4.2870], [-0.4474, -7.0349, -3.1869], [-0.1883, -5.6538, -3.3766], [-1.2223, -4.8742, -4.1635], [-1.2575, -5.2224, -5.5362], [-2.5390, -5.4881, -6.0635], [3.6453, -7.3447, -5.6459], [3.0813, -5.7610, -5.0783], [3.0707, -7.1385, -3.9663], [1.6009, -8.6564, -4.0622], [0.8472, -8.9904, -5.6290], [-0.7776, -8.8715, -3.8885], [-1.0946, -7.6252, -5.0746], [0.8141, -5.4870, -3.7743], [-0.1969, -5.2360, -2.3662], [-0.9600, -3.8134, -4.0904], [-2.2065, -5.0169, -3.7008], [-3.1890, -5.9772, -5.3310], [-2.4093, -6.1632, -6.9105], [-3.0103, -4.5663, -6.4184], [-2.2826, 4.3833, 5.1598], [-2.6076, 4.6408, 3.8091], [-1.5304, 5.0523, 2.9903], [-1.4054, 4.2504, 1.7085], [-1.0737, 2.8818, 1.8570], [-2.0313, 1.9611, 2.3572], [-3.2263, 1.6722, 1.4720], [-4.1047, 2.7802, 1.3538], [-4.4810, 3.1017, 0.0322], [-2.4064, 5.2855, 5.7670], [-2.9691, 3.6195, 5.5276], [-1.2613, 4.0073, 5.2677], [-0.5819, 5.0066, 3.5357], [-1.7007, 6.0984, 2.7043], [-0.5576, 4.6799, 1.1666], [-2.2790, 4.3835, 1.0677], [-2.3437, 2.2290, 3.3686], [-1.4821, 1.0190, 2.4446], [-3.7858, 0.8445, 1.9245], [-2.8760, 1.3462, 0.4882], [-3.6654, 2.9205, -0.6754], [-4.7267, 4.1639, 0.0062], [-5.3633, 2.5268, -0.2716], [1.4130, 1.1100, 3.7613], [1.1901, -0.2610, 3.4908], [1.1427, -0.6113, 2.1189], [2.0468, -1.7838, 1.7788], [3.4429, -1.5715, 1.9322], [3.9686, -1.3887, 3.2381], [3.8887, -2.5745, 4.1814], [2.5689, -2.8871, 4.5894], [2.2148, -4.2497, 4.4907], [0.4618, 1.6355, 3.8819], [1.9736, 1.1798, 4.6953], [2.0000, 1.5889, 2.9746], [1.3965, 0.2432, 1.4830], [0.1153, -0.9128, 1.8764], [1.9131, -1.9809, 0.7115], [1.7257, -2.6875, 2.2988], [3.5612, -0.4873, 3.6981], [5.0348, -1.1993, 3.0846], [4.4660, -2.3182, 5.0785], [4.3643, -3.4403, 3.7083], [2.6710, -4.7256, 3.6173], [1.1309, -4.3023, 4.3827], [2.5041, -4.7959, 5.3945], [4.2683, 2.0327, 0.6974], [4.5010, 3.4277, 0.7087], [3.4307, 4.2114, 1.2009], [3.8420, 5.1757, 2.2968], [4.2729, 4.5912, 3.5135], [5.5229, 3.9268, 3.5826], [6.7570, 4.7995, 3.4679], [6.9348, 5.3453, 2.1731], [7.2021, 6.7306, 2.1339], [3.8439, 1.7251, -0.2630], [5.2274, 1.5309, 0.8322], [3.6085, 1.7238, 1.5114], [2.6147, 3.5801, 1.5689], [3.0380, 4.8099, 0.3684], [2.9388, 5.7304, 2.5666], [4.5582, 5.9136, 1.9300], [5.5679, 3.0879, 2.8854], [5.5462, 3.4993, 4.5888], [7.6277, 4.1709, 3.6928], [6.7071, 5.5926, 4.2217], [6.6547, 7.2717, 2.9117], [6.8751, 7.1026, 1.1625], [8.2741, 6.9256, 2.2415]], "mulliken_charge": [-0.5433, -0.1461, -0.5058, 0.7973, -0.0570, -0.2630, -0.1132, 0.0852, -0.6084, 0.5879, -0.5454, -0.6539, -0.4593, -0.7223, 0.5893, 0.4510, 0.2935, 0.5034, 0.4200, 0.4046, 0.5061, -0.7741, -0.3036, -0.4973, -0.2580, -0.4499, -0.3615, -0.2295, -0.2278, -0.7260, 0.2841, 0.2361, 0.3689, 0.3364, 0.3675, 0.4020, 0.0673, 0.1133, 0.3562, 0.2284, 0.3415, 0.3785, 0.2300, 0.1107, -0.7083, -0.3383, -0.5330, -0.2920, -0.2585, 0.0783, -0.7288, -0.3615, -0.7435, 0.2984, 0.2439, 0.3003, 0.3193, 0.3878, 0.4084, 0.0159, 0.1374, 0.1765, 0.3762, 0.2397, 0.3143, 0.3363, 0.2821, -0.4719, -0.3170, -0.2505, -0.5241, -0.4938, -0.0336, -0.6717, -0.2720, -0.8307, 0.1475, 0.2788, 0.1198, 0.3094, 0.3703, 0.4293, 0.1176, -0.0517, 0.4522, 0.3919, 0.3479, 0.4042, 0.2357, 0.2823, -0.2578, -0.3675, 0.0503, -0.3614, -0.4513, -0.1228, -0.5828, -0.3150, -0.7927, 0.3646, 0.2926, -0.1760, -0.1494, 0.3805, 0.4375, 0.0836, 0.0201, 0.3888, 0.3764, 0.3371, 0.3748, 0.2336, 0.3021]}

# 2
{"formula": "C34H64Br3F4N2O13PS", "method": "the ωB97M-V functional and the def2-TZVPD basis", "e_homo_ev": -8.46, "charge": 0, "multiplicity": 1, "total_energy_ev": -307010.580, "gap_ha": 0.2903, "elements": ["C", "C", "N", "C", "C", "C", "C", "C", "C", "C", "C", "C", "C", "O", "C", "C", "O", "C", "F", "F", "F", "O", "C", "Br", "C", "O", "N", "C", "O", "F", "C", "Br", "C", "C", "Br", "P", "O", "O", "O", "S", "C", "O", "O", "H", "H", "H", "H", "H", "H", "H", "H", "H", "H", "H", "H", "H", "H", "H", "H", "H", "H", "H", "H", "H", "H", "H", "H", "H", "H", "H", "H", "H", "H", "H", "H", "H", "H", "C", "C", "O", "C", "C", "H", "H", "H", "H", "H", "H", "H", "H", "H", "H", "C", "C", "O", "C", "C", "H", "H", "H", "H", "H", "H", "H", "H", "H", "H", "C", "C", "O", "C", "C", "H", "H", "H", "H", "H", "H", "H", "H", "H", "H"], "coordinates": [[-4.0873, -0.1825, 2.1998], [-3.2238, -0.3697, 1.2081], [-1.9578, 0.2913, 1.1867], [-2.0663, 1.6911, 0.7918], [-2.1744, 2.7626, 1.9169], [-3.4894, 3.5472, 1.7809], [-1.9887, 2.2400, 3.3493], [-0.8017, -0.4745, 0.8602], [-0.6516, -0.9489, -0.7193], [0.6275, -0.4902, -1.4922], [1.1397, 0.9413, -1.7155], [0.1789, 2.0881, -2.0203], [0.7010, 2.9335, -3.1635], [1.9511, 3.4987, -2.8182], [1.8488, 4.8026, -2.2899], [-0.4862, -2.4735, -0.8648], [-1.7199, -3.1887, -0.9199], [-1.6093, -4.5330, -0.8929], [-0.9462, -5.0043, -1.9706], [-0.9749, -5.0079, 0.1717], [-2.8427, -5.0361, -0.9271], [-1.8311, -0.3960, -1.3466], [-2.4870, -0.4862, -2.5623], [-3.9253, 0.9210, -2.2522], [-3.5292, -1.6117, -2.8008], [-3.7683, -2.0200, -3.8974], [-4.2236, -2.0681, -1.6256], [-5.5513, -1.6134, -1.5330], [-6.3444, -1.4316, -2.3927], [-5.8625, -1.4205, -0.2596], [-1.7672, -0.0953, -3.8815], [-1.9033, 1.6898, -4.5156], [-1.0901, -0.9412, -4.6703], [-0.9292, -2.3986, -4.4994], [-0.2318, -0.4081, -6.2494], [0.6887, 0.4122, 1.6009], [0.6385, 0.3573, 3.0592], [0.7749, 1.9515, 1.1428], [2.0291, -0.3309, 1.1060], [-0.9606, -1.9225, 2.1244], [0.6441, -2.6189, 2.4395], [-1.8150, -2.9409, 1.5772], [-1.4131, -1.3773, 3.3650], [-5.1210, -0.4375, 2.0457], [-3.7935, 0.2163, 3.1546], [-3.4767, -1.0218, 0.3926], [-2.9768, 1.7777, 0.2132], [-1.2877, 1.9938, 0.1162], [-1.3890, 3.4924, 1.7525], [-4.2247, 3.2543, 2.5215], [-3.3078, 4.6089, 1.9137], [-3.9403, 3.4386, 0.7982], [-1.1893, 2.7830, 3.8432], [-1.7263, 1.1926, 3.4103], [-2.8725, 2.4041, 3.9552], [1.4511, -1.0834, -1.1083], [0.4776, -0.8896, -2.4861], [1.7882, 0.8637, -2.5857], [1.8413, 1.2185, -0.9457], [0.1613, 2.7576, -1.1662], [-0.8479, 1.7863, -2.1779], [-0.0260, 3.6964, -3.4373], [0.8590, 2.3056, -4.0363], [1.2618, 5.4440, -2.9441], [1.3912, 4.7864, -1.3016], [2.8523, 5.2021, -2.2276], [0.1892, -2.8664, -0.1152], [0.0203, -2.6767, -1.7900], [-4.1623, -3.0756, -1.5534], [-1.1694, -2.9027, -5.4275], [0.1163, -2.6238, -4.3041], [-1.5254, -2.8105, -3.7158], [1.6961, 2.2216, 1.0596], [2.7350, 0.2497, 0.8059], [1.0279, -2.1710, 3.3415], [1.3349, -2.5591, 1.6106], [0.4174, -3.6639, 2.6227], [-3.2209, 8.1310, -2.0848], [-3.1318, 8.0138, -0.5724], [-2.6656, 6.7566, -0.1204], [-1.3654, 6.3937, -0.5343], [-0.2807, 7.3458, -0.0560], [-3.8048, 7.3072, -2.4965], [-3.6985, 9.0715, -2.3592], [-2.2364, 8.1111, -2.5551], [-4.1258, 8.1198, -0.1388], [-2.5186, 8.8236, -0.1599], [-1.3234, 6.2798, -1.6251], [-1.1971, 5.4028, -0.1068], [-0.3646, 8.3277, -0.5238], [0.7042, 6.9477, -0.3003], [-0.3453, 7.4836, 1.0238], [2.6487, -10.1555, -0.7806], [3.1380, -8.7820, -0.3530], [2.4307, -7.7088, -0.9450], [1.0451, -7.6503, -0.6560], [0.7287, -7.4887, 0.8210], [2.6300, -10.2315, -1.8683], [3.3097, -10.9272, -0.3859], [1.6427, -10.3631, -0.4139], [4.1729, -8.6485, -0.6681], [3.1267, -8.6950, 0.7396], [0.5288, -8.5275, -1.0632], [0.6787, -6.7878, -1.2076], [1.0134, -8.3756, 1.3893], [-0.3376, -7.3308, 0.9701], [1.2718, -6.6385, 1.2368], [5.4426, 2.4835, 3.6571], [4.8223, 1.1085, 3.4737], [5.5846, 0.2351, 2.6601], [6.8816, -0.0770, 3.1368], [6.8900, -0.7781, 4.4844], [5.6832, 2.9276, 2.6899], [4.7484, 3.1385, 4.1834], [6.3630, 2.4404, 4.2401], [3.8655, 1.2049, 2.9608], [4.6074, 0.6487, 4.4433], [7.5064, 0.8229, 3.1682], [7.3122, -0.7327, 2.3805], [6.5427, -0.1259, 5.2869], [7.9023, -1.0966, 4.7326], [6.2412, -1.6541, 4.4622]], "mulliken_charge": [-1.5816, 0.0012, 0.4870, -0.9894, 1.1205, -1.6156, -1.8723, 0.1320, 3.2313, -2.0185, -1.9467, 1.6538, -1.5409, -0.3955, -0.5375, -3.3853, -0.2338, 1.0354, -0.3138, -0.1977, -0.3272, 1.7968, -0.1691, -0.0683, -0.3010, -0.4714, 0.2806, 0.4767, -0.4787, -0.1960, 0.4564, -0.0697, 0.2517, -1.2598, -0.1235, -0.5070, -0.6642, -0.3112, -0.6674, 2.0254, -1.5411, -0.7376, -0.6815, 0.2582, 0.3488, 0.2515, 0.4902, -0.5873, 0.2143, 0.4279, 0.3589, 0.3262, 0.2702, 0.4439, 0.4483, 0.8248, 0.7723, 1.0617, 0.3499, -0.5373, -0.4907, 0.4967, 0.3545, 0.3409, 0.0637, 0.3493, 0.6336, 1.2332, 0.1871, 0.5996, 0.4203, -0.0839, 0.5528, 0.4231, 0.4397, 0.3592, 0.6019, -1.0133, -0.3464, -0.3613, 0.5461, -1.2601, 0.2683, 0.4013, 0.2478, 0.3503, 0.3001, 0.1972, -0.3625, 0.3247, 0.3729, 0.3433, -1.0305, -0.3196, -0.4422, 0.0559, -1.0476, 0.2829, 0.3934, 0.2638, 0.3407, 0.2914, 0.2331, -0.0168, 0.3795, 0.3575, 0.2637, -1.2905, 0.4713, -0.4154, -0.3254, -1.0634, 0.3344, 0.4075, 0.3352, -0.2966, 0.2707, 0.3101, 0.3398, 0.2690, 0.4063, 0.2844]}